Entry 1:
Molecular formula: C43H63FN6O6
Method: DFT, wB97M-V/def2-TZVPD

Structure (XYZ):
```
119
Properties=species:S:1:pos:R:3:lowdin_charge:R:1
C -4.76854 -1.67542 -1.76686 -0.041
C -3.44042 -1.87334 -2.54994 -0.207
O -2.35403 -2.26194 -1.70670 -0.020
C -1.57956 -1.23740 -1.27146 -0.470
O -1.20284 -0.31568 -1.95632 0.098
C -1.13078 -1.32492 0.18668 -0.106
C -1.38114 -0.02395 0.95650 -0.167
C -2.84547 0.12017 1.42067 -0.089
C -3.26853 1.55777 1.66857 -0.054
C -2.54064 2.42888 2.34105 -0.149
F -1.36817 2.13572 2.90479 0.116
C -2.99646 3.86181 2.51663 -0.227
O -2.78888 4.50774 3.51475 0.137
C -3.72591 4.40586 1.30606 -0.014
C -3.58834 5.71985 0.90277 -0.242
O -2.74311 6.56019 1.58065 -0.030
C -1.48621 6.64560 0.84212 -0.109
C -0.24822 6.54328 1.74147 -0.372
C 0.19659 5.09118 2.00890 -0.040
O 0.82173 7.16076 1.01030 -0.043
C -4.32374 6.13854 -0.19293 0.012
C -5.13824 5.24798 -0.84264 -0.058
C -5.25258 3.93290 -0.45664 -0.011
C -4.53910 3.50113 0.63176 -0.081
C -4.58444 2.06723 1.12672 -0.265
O -5.59344 1.40367 1.11701 0.137
H -5.41930 -2.52197 -1.99255 0.048
H -4.58882 -1.60873 -0.69158 0.067
H -5.20793 -0.73330 -2.10847 0.074
H -3.60320 -2.70115 -3.24723 0.116
H -3.23783 -0.99866 -3.17133 0.112
H -0.03840 -1.44128 0.13509 0.128
H -1.49379 -2.22290 0.70799 0.055
H -0.76305 -0.07154 1.86070 0.114
H -1.01188 0.83839 0.39339 0.121
H -3.47568 -0.26299 0.60732 0.099
H -3.06062 -0.47904 2.31146 0.141
H -1.44823 5.79434 0.14554 0.132
H -1.48532 7.54652 0.21956 0.132
H -0.35982 7.02286 2.71675 0.151
H 0.23433 4.50057 1.08336 0.090
H -0.35742 4.60675 2.81256 0.051
H 1.23223 5.17137 2.36322 0.083
H 1.07860 6.51079 0.34745 0.086
H -4.26203 7.16968 -0.52394 0.131
H -5.70253 5.64058 -1.68268 0.115
H -5.89910 3.24824 -0.99542 0.126
C -0.33530 5.64507 8.47789 -0.113
C -1.21919 5.45593 7.24963 -0.259
C -0.53724 4.64689 6.14171 -0.181
C 0.68007 5.33312 5.68333 -0.235
N 1.63180 5.87255 5.32083 0.151
H 0.56712 6.20974 8.23843 0.070
H -0.87007 6.19924 9.25007 0.070
H -0.03613 4.68243 8.89814 0.076
H -1.50781 6.43556 6.86338 0.113
H -2.13713 4.94425 7.54489 0.108
H -1.21235 4.52808 5.29391 0.084
H -0.26909 3.65287 6.50368 0.123
C 0.13297 -6.89338 0.29949 -0.112
C -1.31591 -6.55355 -0.03368 -0.256
C -1.53945 -5.05415 -0.25365 -0.181
C -1.19392 -4.30324 0.96073 -0.231
N -0.92289 -3.73528 1.92362 0.162
H 0.44900 -6.42644 1.23396 0.069
H 0.25341 -7.97131 0.41767 0.069
H 0.80464 -6.56129 -0.49438 0.069
H -1.96100 -6.90787 0.77371 0.109
H -1.61083 -7.08836 -0.93807 0.108
H -2.58365 -4.86010 -0.50372 0.097
H -0.92212 -4.68895 -1.07660 0.088
C -8.58303 -4.35735 -1.75209 -0.106
C -8.43077 -5.47719 -2.77587 -0.262
C -7.50060 -6.59822 -2.29957 -0.184
C -6.15083 -6.07342 -2.04464 -0.222
N -5.09690 -5.65397 -1.84432 0.159
H -7.63093 -3.86200 -1.55511 0.057
H -9.27411 -3.59823 -2.11892 0.074
H -8.97196 -4.74012 -0.80641 0.079
H -8.05163 -5.05822 -3.71029 0.111
H -9.41315 -5.90193 -2.99048 0.107
H -7.43326 -7.38078 -3.05570 0.117
H -7.88183 -7.04761 -1.38149 0.121
C 3.59071 -2.28113 -4.64044 -0.118
C 2.49326 -1.30976 -4.22369 -0.253
C 2.15066 -1.41061 -2.73396 -0.176
C 1.66864 -2.75966 -2.40428 -0.217
N 1.29090 -3.81745 -2.14624 0.164
H 3.28284 -3.31946 -4.49594 0.070
H 3.82852 -2.15763 -5.69824 0.073
H 4.50054 -2.10489 -4.06187 0.010
H 1.59831 -1.49868 -4.82114 0.110
H 2.81457 -0.28966 -4.44224 0.109
H 1.37232 -0.69073 -2.47389 0.102
H 3.03064 -1.19413 -2.12538 0.115
C 6.06303 -2.75866 0.41409 -0.109
C 6.73598 -3.76172 -0.51686 -0.256
C 7.64648 -3.09323 -1.55334 -0.181
C 6.87127 -2.17974 -2.40246 -0.208
N 6.25695 -1.46348 -3.06441 0.164
H 5.40746 -2.08030 -0.13426 0.064
H 5.45004 -3.27820 1.15118 0.073
H 6.80278 -2.16034 0.94819 0.068
H 5.96813 -4.34848 -1.02614 0.111
H 7.33075 -4.45871 0.07643 0.108
H 8.11563 -3.84656 -2.18749 0.117
H 8.43669 -2.52554 -1.05921 0.110
C 11.07625 1.94490 -1.80770 -0.112
C 10.26065 1.16492 -2.83319 -0.264
C 8.74903 1.29122 -2.61557 -0.187
C 8.37222 0.76844 -1.29507 -0.237
N 8.07693 0.34808 -0.26354 0.161
H 10.91026 1.57122 -0.79615 0.070
H 12.14203 1.85097 -2.01799 0.071
H 10.81980 3.00603 -1.82757 0.077
H 10.55015 0.11242 -2.79399 0.109
H 10.50365 1.52698 -3.83392 0.108
H 8.20722 0.72941 -3.37751 0.103
H 8.43903 2.33524 -2.68132 0.121
```

Calculated values
Highest occupied orbital energy   -9.63 eV
Molecular weight   779.01 g/mol
Orbital gap   8.8979 eV
E_LUMO   -0.7 eV
Relative energy (zero: lowest compared OMol25 entry of this formula, charge and spin)   20.87 kcal per mole
Energy   -2556.05453 Eh



Entry 2:
Molecular formula: C6H9NO2
Method: DFT, wB97M-V/def2-TZVPD

Structure (XYZ):
```
18
Properties=species:S:1:pos:R:3:nbo_charge:R:1
C 2.62406 1.84321 -0.21206 -0.165
C 2.04838 0.79961 0.13837 -0.027
C 1.33339 -0.36418 0.45766 -0.139
N 1.50918 -1.46224 -0.41100 -0.831
C -0.14141 -0.17735 0.73168 -0.335
C -0.98463 0.09767 -0.49433 -0.532
C -2.32470 0.43405 -0.15172 0.791
O -2.81753 1.58080 0.03359 -0.620
O -3.06650 -0.64591 -0.03939 -0.680
H 3.00641 2.61611 -0.50163 0.175
H 1.70463 -0.72046 1.61734 0.217
H 2.39506 -2.06829 -0.72721 0.394
H 1.22828 -1.17982 -1.22779 0.337
H -0.27113 0.60941 1.41641 0.221
H -0.55542 -1.22867 1.33130 0.217
H -0.55185 0.98566 -1.08664 0.240
H -0.97841 -0.69051 -1.06083 0.224
H -4.15781 -0.42910 0.18625 0.514
```

Calculated values
Highest occupied orbital energy   -9.62 eV
Molecular weight   127.14 g/mol
Orbital gap   10.1802 eV
E_LUMO   0.6 eV
Relative energy (zero: lowest compared OMol25 entry of this formula, charge and spin)   123.33 kcal per mole
Energy   -439.07982 Eh



Entry 3:
Molecular formula: C5H9N
Method: DFT, wB97M-V/def2-TZVPD

Structure (XYZ):
```
15
Properties=species:S:1:pos:R:3:nbo_charge:R:1
C 2.46737 0.19723 -0.49216 -0.375
C 1.31408 0.75799 -0.16211 -0.215
C 0.11439 0.05663 0.20744 0.118
C 0.23501 -0.95776 1.05800 -0.420
N -0.97743 0.77445 -0.18842 -0.637
C -2.20511 -0.03492 -0.45994 -0.419
H 3.37506 0.64355 -0.79648 0.199
H 2.59816 -0.93329 -0.45020 0.176
H 1.24280 1.86318 -0.38988 0.219
H -0.50885 -1.28629 1.68601 0.191
H 1.19389 -1.60515 1.04129 0.206
H -1.24553 1.37685 0.55927 0.371
H -2.21818 -0.95984 0.20639 0.181
H -3.17254 0.51168 -0.33114 0.205
H -2.21313 -0.40432 -1.48806 0.198
```

Calculated values
Highest occupied orbital energy   -8.40 eV
Molecular weight   83.13 g/mol
Orbital gap   9.3557 eV
E_LUMO   1.0 eV
Relative energy (zero: lowest compared OMol25 entry of this formula, charge and spin)   61.87 kcal per mole
Energy   -250.56835 Eh



Entry 4:
Molecular formula: C11H9BrN2O2Pd
Method: DFT, wB97M-V/def2-TZVPD

Structure (XYZ):
```
26
Properties=species:S:1:pos:R:3:nbo_charge:R:1
Pd 0.51067 1.17711 1.69389 0.907
N -0.10247 3.32537 1.49608 -0.665
N -1.50402 3.22804 1.66938 -0.529
C -1.96257 2.28146 2.62736 0.856
O -3.07423 2.43602 3.08207 -0.644
O -1.12586 1.33222 2.91785 -0.750
H 0.31739 3.98511 2.14471 0.371
H 0.09648 3.62628 0.55048 0.383
H -1.99347 4.10750 1.75407 0.380
Br 1.81926 -0.98126 2.24269 0.117
C 1.39410 -1.79387 0.57355 -0.037
C 1.82766 -3.06544 0.37192 -0.245
C 1.52855 -3.69516 -0.85825 -0.210
C 0.81848 -3.02739 -1.81017 -0.186
C 0.36899 -1.69988 -1.59318 0.023
C -0.37225 -1.01118 -2.58449 -0.205
C -0.80870 0.25896 -2.36198 -0.204
C -0.52731 0.90657 -1.13287 -0.257
C 0.19468 0.29134 -0.14963 -0.242
C 0.65386 -1.04068 -0.36981 -0.161
H 2.38753 -3.58841 1.13453 0.230
H 1.86644 -4.70802 -1.03185 0.221
H 0.58166 -3.50563 -2.75306 0.214
H -0.58964 -1.51766 -3.51732 0.211
H -1.38172 0.77476 -3.12251 0.216
H -0.92350 1.90384 -0.97345 0.207
```

Calculated values
2S+1   3
Highest occupied orbital energy (spin up / spin down)   -8.01 / -8.48 eV
Molecular weight   387.53 g/mol
Orbital gap (spin up / spin down)   8.1131 / 7.2672 eV
E_LUMO (spin up / spin down)   0.1 / -1.2 eV
Relative energy (zero: lowest compared OMol25 entry of this formula, charge and spin)   0.00 kcal per mole
<S²>   2.005
Energy   -3386.39809 Eh



Entry 5:
Molecular formula: C33H76ClFIN6O7P
Method: DFT, wB97M-V/def2-TZVPD

Structure (XYZ):
```
126
Properties=species:S:1:pos:R:3:lowdin_charge:R:1
C 1.38352 -5.33588 4.79494 -0.051
C 1.06984 -5.26435 3.43689 -0.266
C -0.11306 -4.48497 2.93190 -0.196
C 0.20919 -3.76869 1.56744 -0.615
Cl 2.01871 -3.41962 1.88415 0.807
C 0.02275 -4.82080 0.45410 -0.089
C 1.24289 -5.21445 -0.41298 -0.642
N 2.19750 -6.11978 0.31563 0.063
N 1.89012 -4.14450 -1.12420 0.080
N 0.64447 -6.06408 -1.48464 0.056
O -0.47920 -2.58636 1.63275 -0.083
C -1.25813 -1.79778 0.77942 -0.339
C -0.47355 -0.41707 0.60233 -0.015
C 0.76146 -0.25408 1.47823 -0.461
O 0.81783 -0.38436 2.64926 0.109
N 1.94643 0.18159 0.80662 -0.137
C 2.40915 -0.76849 -0.20233 -0.097
C 3.00064 0.52415 1.75656 -0.073
C -1.58416 -2.14680 -0.70006 -0.319
F -0.42670 -2.51575 -1.37705 0.003
C -2.71253 -3.10331 -1.09652 -0.209
C -3.42459 -2.54865 -2.38869 -0.092
C -2.52691 -1.39912 1.67342 -0.750
I -4.07216 -0.31677 0.51721 1.088
O -1.97997 -0.67722 2.71435 -0.168
C -2.65378 0.26959 3.51792 -0.363
C -4.05638 -0.10280 4.10603 -0.081
C -2.78930 1.75126 3.05651 -0.183
C -1.48648 2.54904 2.77326 -0.165
C -1.59411 3.20085 1.35526 -0.199
C -0.26393 3.34388 0.59975 -0.281
N 0.85736 3.84229 1.43177 0.017
P -3.40935 -2.88978 2.42069 0.766
N -3.03595 -4.34058 1.90891 -0.263
H 2.08419 -4.67114 5.27984 0.035
H 0.93334 -6.16084 5.34761 0.037
H 1.69811 -5.85301 2.74559 0.072
H -0.37880 -3.76520 3.70849 0.120
H -0.93380 -5.21034 2.84162 0.107
H -0.29238 -5.77160 0.89433 0.125
H -0.77143 -4.60043 -0.25812 0.085
H 3.11897 -5.82145 0.00948 0.066
H 2.11958 -7.05092 -0.07164 0.064
H 2.73529 -3.82007 -0.68090 0.043
H 2.01272 -4.33616 -2.10518 0.080
H 1.37602 -6.33339 -2.12925 0.071
H 0.20898 -6.88344 -1.08122 0.074
H -0.11145 -0.32711 -0.42754 0.112
H -1.14918 0.43684 0.68788 0.093
H 2.94306 -0.28872 -1.03500 0.082
H 3.13731 -1.45879 0.25417 0.050
H 1.62270 -1.39960 -0.61985 0.061
H 2.65440 1.30647 2.42747 0.087
H 3.39779 -0.36111 2.26755 0.089
H 3.81881 0.94872 1.15882 0.074
H -1.82868 -1.20079 -1.18853 0.104
H -3.51306 -3.20197 -0.36278 0.062
H -2.40764 -4.11931 -1.35741 0.108
H -4.28078 -1.96044 -2.05298 0.023
H -2.74320 -1.97105 -3.01127 0.078
H -3.85105 -3.41143 -2.90506 0.073
H -2.05249 0.35911 4.42994 0.156
H -4.09731 -1.11472 4.51067 0.046
H -4.88040 0.14042 3.43418 0.047
H -4.16963 0.56296 4.96739 0.082
H -3.26525 2.23490 3.91747 0.111
H -3.47596 1.90600 2.22329 0.038
H -0.55104 2.01179 2.93167 0.099
H -1.45867 3.40430 3.45575 0.103
H -2.06853 4.18634 1.43160 0.109
H -2.25760 2.61913 0.69683 0.078
H -0.44123 4.09170 -0.18949 0.075
H -0.01690 2.43105 0.05681 0.092
H 0.90006 4.84100 1.25236 0.058
H 1.69764 3.49952 0.97388 0.054
H -4.80588 -2.70084 2.22326 -0.009
H -3.18024 -2.84067 3.82277 0.022
H -2.31514 -4.24364 1.20065 -0.062
C -7.55319 3.08109 -1.54719 -0.062
C -7.84367 1.62480 -1.87666 -0.496
C -8.36024 0.87447 -0.65832 -0.062
O -6.65690 0.99578 -2.35923 -0.067
H -6.78231 3.15609 -0.77442 0.080
H -7.17568 3.60405 -2.42674 0.079
H -8.44951 3.59383 -1.19450 0.080
H -8.57979 1.57066 -2.67974 0.138
H -7.61470 0.87890 0.14310 0.068
H -8.55593 -0.16942 -0.90684 0.081
H -9.28061 1.32111 -0.27872 0.080
H -5.99954 1.03781 -1.65702 0.032
C 8.23527 0.06013 -0.95716 -0.056
C 7.35454 0.42292 0.22812 -0.486
C 7.58710 -0.51804 1.39980 -0.059
O 5.98113 0.37153 -0.16250 -0.077
H 8.01191 -0.95070 -1.30955 0.085
H 8.05006 0.73649 -1.79240 0.069
H 9.29302 0.11074 -0.69318 0.081
H 7.55850 1.44946 0.53612 0.139
H 7.34317 -1.54766 1.12276 0.082
H 6.94250 -0.25189 2.23881 0.079
H 8.62523 -0.48466 1.73331 0.080
H 5.78537 -0.53125 -0.43828 0.087
C 5.85963 3.41110 -2.90943 -0.060
C 5.18019 2.32792 -3.73433 -0.495
C 3.69132 2.60249 -3.88578 -0.066
O 5.37362 1.06147 -3.11195 -0.068
H 5.43702 3.45051 -1.90151 0.082
H 6.92413 3.19808 -2.80118 0.075
H 5.74577 4.39274 -3.37351 0.078
H 5.64474 2.27172 -4.72019 0.137
H 3.20038 2.61716 -2.90779 0.078
H 3.21476 1.81458 -4.47107 0.079
H 3.51267 3.56000 -4.37895 0.077
H 4.97091 1.09470 -2.23511 0.056
C -0.28170 5.32499 -3.75847 -0.061
C -1.39249 5.66236 -2.77614 -0.491
C -2.12758 6.92905 -3.18584 -0.063
O -0.84232 5.82792 -1.46804 -0.074
H 0.46037 6.12809 -3.79362 0.082
H 0.24183 4.41994 -3.44779 0.074
H -0.67580 5.17188 -4.76445 0.081
H -2.09723 4.83125 -2.72044 0.140
H -1.44515 7.78348 -3.20272 0.081
H -2.91504 7.16326 -2.46843 0.079
H -2.57661 6.82350 -4.17459 0.081
H -0.21651 6.56014 -1.49993 0.091
```

Calculated values
Highest occupied orbital energy   -6.03 eV
Molecular weight   881.34 g/mol
Orbital gap   5.8171 eV
E_LUMO   -0.2 eV
Relative energy (zero: lowest compared OMol25 entry of this formula, charge and spin)   22.26 kcal per mole
Energy   -3356.94951 Eh